Entry 1:
ORCA calculation (the ωB97M-V functional and the def2-TZVPD basis) on a structure of composition C13H16Cl4IMnN4O4.

As for the net charge: -1. The calculation puts the HOMO energy (spin up / spin down) at -4.076 / -4.983 eV. The calculation puts the HOMO-LUMO gap (spin up / spin down) at 6.4 / 7.2 eV. Its expectation value of S² is 8.839. Its spin multiplicity is 6.

Last column: Löwdin charge in e.
Geometry (Å):
Mn -0.94 -1.53 0.89  0.9231
N -0.27 0.47 0.13  0.0432
C -1.19 1.49 0.64  -0.3173
C -0.52 2.82 0.97  -0.1494
C 0.39 3.39 -0.11  -0.1995
C -0.30 3.88 -1.39  -0.2118
N -0.95 2.90 -2.22  -0.0084
C -0.32 2.15 -3.19  -0.4696
N -1.21 1.31 -3.89  0.0525
N 0.94 1.56 -2.78  0.0689
C -2.00 0.96 1.84  -0.6102
O -2.57 1.76 2.56  0.0465
O -2.04 -0.33 1.96  -0.1309
H 0.58 0.46 0.70  0.0937
H 0.03 0.67 -0.83  0.0622
H -1.95 1.64 -0.14  0.0709
H 0.07 2.68 1.88  0.1257
H -1.30 3.54 1.23  0.1171
H 1.16 2.65 -0.37  0.0863
H 0.93 4.25 0.30  0.1077
H 0.45 4.41 -2.01  0.1097
H -1.04 4.63 -1.11  0.1182
H -1.95 2.78 -2.14  0.1162
H -1.66 0.61 -3.28  -0.0166
H -0.79 0.85 -4.67  0.0629
H 1.62 2.26 -2.54  0.0651
H 1.32 1.01 -3.54  0.0712
Cl 3.47 -6.52 1.91  0.6230
C 2.68 -4.98 1.94  -0.7198
C 3.24 -3.92 2.63  -0.7192
Cl 4.74 -4.12 3.47  0.6249
C 2.60 -2.68 2.65  -0.6174
Cl 3.28 -1.32 3.49  0.6688
C 1.39 -2.49 1.99  -0.3795
O 0.72 -1.36 1.94  -0.1866
C 0.82 -3.58 1.28  -0.3684
O -0.33 -3.34 0.67  -0.2014
C 1.46 -4.81 1.27  -0.6173
Cl 0.73 -6.11 0.39  0.6712
I -3.56 -0.58 -1.35  0.7638
C -2.46 -2.10 -0.33  -0.7133
H -2.08 -2.76 -1.11  -0.0324
H -3.19 -2.62 0.27  -0.0239

---

Entry 2:
ORCA calculation (the ωB97M-V functional and the def2-TZVPD basis) on a cluster of 2 separate species, C3H11NSi in total.

As for the net charge: 0. The calculation puts the HOMO energy at -8.493 eV. The calculation puts the HOMO-LUMO gap at 8.5 eV. Its spin multiplicity is 1.

Last column: Löwdin charge in e.
Geometry (Å):
C 1.19 2.15 1.68  -0.1172
C 0.19 0.85 1.67  -0.3052
C 0.83 -0.11 0.62  -0.1743
N -2.24 -2.32 -3.15  -0.2861
Si -0.73 -1.56 -2.35  0.6165
H 1.30 2.51 2.74  0.0645
H 2.07 2.18 1.04  0.0561
H 0.60 3.00 1.32  0.0474
H 0.14 0.50 2.70  0.0818
H -0.78 1.15 1.30  0.0754
H 1.79 -0.21 1.07  0.0451
H 0.83 0.45 -0.24  -0.0009
H -3.07 -1.87 -2.81  -0.0616
H -2.48 -3.26 -3.52  0.0145
H 0.41 -2.40 -3.03  -0.2038
H -0.06 -1.04 0.94  0.1477

---

Entry 3:
ORCA calculation (the ωB97M-V functional and the def2-TZVPD basis) on the molecule C2H4N4.

As for the net charge: 0. The calculation puts the HOMO energy (spin up / spin down) at -8.942 / -8.739 eV. The calculation puts the HOMO-LUMO gap (spin up / spin down) at 7.7 / 7.7 eV. Its spin multiplicity is 1.

Last column: Löwdin charge in e.
Geometry (Å):
C -1.41 -0.05 -0.24  -0.0017
N -0.10 -0.15 -0.44  -0.2227
C 0.67 0.53 0.54  -0.2534
N 1.92 -0.05 0.47  0.0090
N 1.88 -0.86 -0.55  -0.0279
N 0.68 -0.96 -1.15  0.0510
H -0.32 0.52 1.30  0.1798
H -1.84 -0.46 0.66  0.0689
H -2.13 -0.15 -1.03  0.0616
H 0.65 1.63 0.45  0.1353

---

Entry 4:
ORCA calculation (the ωB97M-V functional and the def2-TZVPD basis) on a cluster of 16 separate species, C16H64N32O16 in total.

As for the net charge: 0. The calculation puts the HOMO energy at -9.505 eV. The calculation puts the HOMO-LUMO gap at 9.5 eV. Its spin multiplicity is 1.

Last column: Löwdin charge in e.
Geometry (Å):
C -20.74 -2.12 -5.74  -0.5683
O -19.72 -1.35 -5.68  -0.0570
N -20.74 -3.30 -6.42  0.1752
N -21.95 -1.63 -5.25  0.1696
H -19.81 -3.73 -6.38  0.0930
H -21.56 -3.86 -6.30  0.0653
H -21.95 -0.74 -4.81  0.0922
H -22.79 -2.16 -5.31  0.0651
C -17.15 -3.42 -7.18  -0.6683
O -18.09 -4.19 -7.25  -0.0051
N -17.27 -2.26 -6.51  0.1766
N -15.95 -3.65 -7.86  0.1455
H -16.60 -1.55 -6.70  0.0946
H -18.19 -1.91 -6.36  0.0203
H -15.10 -3.11 -7.63  0.1071
H -15.76 -4.61 -8.17  0.1130
C -18.55 5.51 -10.93  -0.6453
O -18.07 4.60 -11.56  -0.0056
N -17.85 6.01 -9.83  0.1471
N -19.61 6.29 -11.46  0.1378
H -18.44 6.58 -9.24  0.0832
H -17.24 5.28 -9.40  0.1189
H -20.06 6.80 -10.61  0.0993
H -20.31 5.60 -11.78  0.0904
C -22.48 -4.72 -10.47  -0.6599
O -21.68 -5.53 -9.90  -0.0804
N -23.22 -5.28 -11.51  0.1631
N -22.79 -3.50 -10.12  0.2185
H -22.84 -6.20 -11.65  0.1014
H -23.58 -4.69 -12.22  0.0602
H -23.55 -3.10 -10.62  0.0587
H -22.28 -3.03 -9.39  0.0771
C -26.12 -2.11 -11.07  -0.6184
O -24.93 -1.84 -11.41  -0.0449
N -26.66 -1.47 -10.06  0.1650
N -27.03 -2.84 -11.84  0.1668
H -26.04 -0.86 -9.45  0.0779
H -27.58 -1.74 -9.86  0.0890
H -26.76 -3.10 -12.73  0.0732
H -27.90 -3.18 -11.48  0.0943
C -19.52 -0.81 -9.40  -0.6513
O -20.52 -0.12 -9.51  -0.0325
N -18.34 -0.40 -10.04  0.1825
N -19.47 -1.87 -8.65  0.2316
H -18.47 0.10 -10.88  0.0734
H -17.72 -1.19 -10.21  0.0677
H -18.86 -2.63 -8.80  0.0642
H -20.32 -2.13 -8.14  0.0856
C -22.34 5.71 -9.23  -0.7071
O -21.30 6.33 -9.06  -0.0278
N -23.47 6.32 -8.68  0.1551
N -22.50 4.59 -9.85  0.2059
H -23.48 7.31 -8.55  0.0933
H -24.38 5.83 -8.79  0.0886
H -21.77 4.05 -10.24  0.0687
H -23.43 4.23 -10.21  0.0937
C -20.50 2.94 -7.14  -0.5847
O -21.53 3.40 -6.61  -0.0177
N -19.76 3.55 -8.22  0.1369
N -20.08 1.69 -6.84  0.1762
H -18.74 3.33 -8.27  0.1039
H -19.99 4.56 -8.23  0.0711
H -19.30 1.30 -7.31  0.0744
H -20.40 1.10 -6.06  0.1105
C -24.04 2.49 -4.31  -0.7355
O -24.59 2.04 -3.35  0.0498
N -23.62 1.70 -5.36  0.1410
N -23.66 3.77 -4.47  0.1587
H -23.02 1.99 -6.14  0.0357
H -23.90 0.73 -5.43  0.0884
H -23.58 4.36 -3.65  0.1170
H -23.01 4.00 -5.20  0.0544
C -18.66 -4.14 -11.28  -0.6885
O -17.81 -3.30 -11.11  0.0149
N -18.88 -5.28 -10.57  0.1555
N -19.53 -4.12 -12.32  0.1578
H -18.64 -5.34 -9.59  0.0854
H -19.76 -5.79 -10.63  0.0685
H -20.40 -4.61 -12.16  0.0757
H -19.55 -3.50 -13.13  0.1089
C -24.93 2.23 -11.40  -0.6328
O -24.91 3.51 -11.26  -0.0714
N -23.92 1.57 -11.90  0.1978
N -26.02 1.51 -11.04  0.2209
H -23.86 0.56 -12.10  0.1165
H -23.16 2.17 -12.17  0.0867
H -25.99 0.53 -10.89  0.0549
H -26.72 2.03 -10.67  0.0167
C -22.04 -2.18 -13.49  -0.7438
O -22.59 -3.27 -13.41  0.0027
N -22.41 -1.30 -14.42  0.1803
N -21.21 -1.73 -12.59  0.1841
H -22.12 -0.40 -14.72  0.0927
H -23.25 -1.58 -14.90  0.1035
H -21.23 -0.73 -12.46  0.0646
H -21.05 -2.25 -11.73  0.0920
C -20.22 1.96 -12.56  -0.5682
O -21.21 1.28 -13.02  -0.0752
N -19.23 2.60 -13.34  0.1495
N -20.03 2.07 -11.23  0.1650
H -19.38 2.62 -14.33  0.0887
H -18.80 3.42 -12.84  0.0663
H -20.50 1.38 -10.66  0.0585
H -19.30 2.65 -10.85  0.0659
C -24.30 -4.88 -6.82  -0.6846
O -23.61 -4.03 -6.25  -0.0237
N -25.60 -4.97 -6.55  0.1776
N -23.77 -5.74 -7.69  0.2003
H -26.21 -5.47 -7.13  0.0926
H -25.96 -4.22 -5.96  0.1285
H -24.31 -6.41 -8.20  0.1054
H -22.89 -5.53 -8.14  0.0751
C -23.89 -0.07 -8.29  -0.5326
O -25.13 0.09 -8.41  -0.0285
N -22.91 0.85 -8.34  0.1846
N -23.36 -1.43 -8.07  0.1350
H -22.06 0.38 -8.63  0.0483
H -23.10 1.70 -8.91  0.1206
H -24.08 -2.16 -7.98  0.0827
H -22.72 -1.53 -7.25  0.0521
C -27.05 3.13 -8.37  -0.6981
O -27.68 3.03 -9.39  0.0203
N -25.74 3.54 -8.39  0.1726
N -27.60 2.66 -7.23  0.1597
H -25.17 3.12 -7.65  0.0982
H -25.37 3.49 -9.32  0.0370
H -28.61 2.53 -7.35  0.1194
H -27.23 2.92 -6.32  0.1055

---

These records have strongest force on any atom values of 0.25 7.54 3.26 4.79 eV/Å, in the order they appear.
These records have energy above the lowest of the compared OMol25 structures with the same formula, charge and spin values of 27.37 73.35 138.82 17.73 kcal/mol, in the order they appear.